{
  "formula": "C28H40EuN3O8P2S5",
  "method": "wB97M-V/def2-TZVPD",
  "orbital_gap_ev": [4.5961, 4.6527],
  "charge": -1,
  "spin_multiplicity": 8,
  "s2": 15.759,
  "species": ["Eu", "C", "C", "C", "O", "P", "O", "C", "P", "O", "O", "C", "C", "C", "O", "C", "C", "C", "O", "C", "C", "C", "H", "H", "H", "H", "H", "H", "H", "H", "H", "H", "H", "H", "H", "H", "H", "H", "H", "H", "H", "H", "H", "H", "H", "H", "H", "H", "H", "H", "H", "H", "O", "C", "S", "C", "C", "S", "S", "S", "C", "C", "C", "C", "C", "C", "C", "S", "C", "O", "H", "H", "H", "H", "H", "H", "H", "H", "H", "H", "N", "C", "C", "C", "N", "C", "N"],
  "coordinates": [[7.318756, -11.592652, 14.692668], [7.049731, -8.725943, 10.867072], [6.049761, -7.655595, 11.309658], [6.688665, -6.567296, 12.195349], [4.976046, -8.290442, 12.053129], [4.713170, -9.396775, 13.128730], [5.991063, -9.736894, 13.915578], [3.935012, -10.712789, 12.186441], [4.141132, -12.440442, 12.859063], [5.426478, -12.536524, 13.653609], [3.989854, -13.429031, 11.636582], [4.936516, -14.240223, 10.891451], [5.861643, -13.323090, 10.134478], [4.196434, -15.299121, 10.094125], [2.905771, -12.711021, 13.793061], [1.796921, -13.648930, 14.052721], [1.542861, -14.482980, 12.809757], [2.198580, -14.499185, 15.262517], [3.476132, -8.783246, 13.899421], [3.329458, -8.016522, 15.254797], [4.013996, -6.685225, 15.131582], [1.899587, -8.047263, 15.700721], [6.420424, -9.547311, 10.395643], [7.695619, -9.162794, 11.638482], [7.743675, -8.335671, 10.130529], [5.474845, -7.241937, 10.462123], [6.743477, -6.890687, 13.249078], [6.051961, -5.633386, 12.343606], [7.706296, -6.273997, 11.877350], [4.217070, -10.688763, 11.134276], [2.834643, -10.461544, 12.214587], [5.462791, -14.776917, 11.709604], [5.155411, -12.693764, 9.604566], [6.439110, -13.919043, 9.511505], [6.487880, -12.661576, 10.787487], [3.708752, -14.810803, 9.245210], [3.531413, -15.919659, 10.682243], [4.964150, -15.919072, 9.662864], [0.906122, -13.041061, 14.139432], [2.409944, -15.108271, 12.403129], [1.127314, -13.889757, 11.967595], [0.823881, -15.297023, 13.063619], [2.916914, -15.279016, 14.923598], [1.322852, -14.992751, 15.723622], [2.607716, -13.862297, 16.042801], [3.867300, -8.638769, 16.021294], [4.357724, -6.393771, 14.090030], [4.862316, -6.655064, 15.831466], [3.303383, -5.899651, 15.347117], [1.243533, -8.161806, 14.823889], [1.577738, -7.118236, 16.233949], [1.646286, -8.899885, 16.346327], [8.849139, -16.924411, 10.126287], [8.901570, -16.136798, 11.033788], [9.781323, -14.623017, 10.951009], [9.107131, -13.822961, 12.328106], [8.701703, -14.779896, 13.344505], [8.623025, -14.167884, 14.935176], [8.196965, -16.336792, 12.754595], [9.007444, -12.074301, 12.397905], [11.686037, -13.840920, 20.429868], [11.332178, -13.016377, 19.227570], [10.381761, -12.002748, 19.231970], [10.140025, -11.276556, 18.103524], [10.923036, -11.495402, 16.960824], [11.892938, -12.525252, 16.936529], [12.121688, -13.220126, 18.099834], [10.685967, -10.356158, 15.565995], [11.151067, -8.732840, 16.323516], [9.175740, -10.206614, 15.464282], [10.895179, -13.778190, 21.202715], [12.641680, -13.571374, 20.797634], [11.760807, -14.896142, 20.158168], [9.752032, -11.825206, 20.072044], [9.407463, -10.474068, 18.058335], [12.391065, -12.795151, 16.011420], [12.893896, -13.928682, 18.175498], [10.622816, -8.528270, 17.296747], [10.968851, -7.992672, 15.575900], [12.242251, -8.863842, 16.429735], [6.646659, -6.691334, 18.782562], [6.793758, -7.881827, 18.801601], [6.859016, -9.301590, 18.918978], [6.498491, -10.022161, 17.799054], [6.378832, -10.729455, 16.865347], [7.290791, -9.963235, 20.088138], [7.637740, -10.593486, 21.046548]],
  "forces_ev_per_a": [[0.888, -0.588, 0.057], [-0.948, -0.782, -0.674], [0.550, -0.237, 0.882], [-0.755, 1.119, 0.847], [-0.678, 0.515, -0.346], [2.957, 0.573, 1.757], [-3.185, 1.115, -1.641], [-1.715, -0.976, 0.445], [1.863, -0.429, 1.014], [-2.544, -0.375, -1.813], [-1.180, 0.991, 0.252], [1.108, -0.904, 2.464], [-1.353, 1.117, 1.625], [0.392, 1.240, -0.587], [-0.487, 0.562, -0.017], [1.315, -0.764, -1.241], [0.082, -1.945, -0.963], [-0.503, -0.105, -0.245], [-0.636, 0.049, 1.611], [1.918, -2.121, -0.112], [0.524, 0.972, -1.032], [-1.649, 0.232, -0.469], [1.082, 0.762, 0.419], [-0.574, 0.156, 0.220], [-0.090, 0.151, -0.357], [0.691, -0.046, 0.200], [0.324, -0.503, -0.524], [0.660, -1.011, -0.835], [-0.596, -0.170, -0.042], [0.347, -0.040, 0.130], [1.031, -0.325, -0.093], [0.218, 0.224, -0.600], [0.210, 0.343, -0.782], [1.347, -0.711, -1.385], [-0.335, -0.837, -0.348], [-0.432, -0.204, 0.119], [-0.149, 0.114, 0.065], [0.315, -0.462, -0.107], [0.029, 0.355, 0.730], [-0.841, 1.319, 0.839], [0.310, -0.326, 0.548], [0.022, 0.782, -0.042], [-0.326, 0.634, 0.440], [0.259, 0.106, -0.466], [0.339, -0.054, -0.084], [-0.030, 0.430, -1.117], [-0.227, -0.895, 1.154], [-0.260, 0.287, -0.351], [-0.093, 0.331, 0.474], [0.106, 0.261, 0.155], [0.523, -0.676, -0.440], [0.391, 0.213, -0.145], [-0.263, -0.535, 0.164], [0.024, 0.448, 1.220], [-0.381, 0.140, -1.309], [-0.994, -2.288, 2.526], [0.840, 3.952, -2.643], [-0.646, -0.844, 1.419], [0.734, -0.394, -1.121], [0.635, -0.321, -0.458], [-1.810, -0.592, 0.043], [0.831, 0.285, 0.092], [-0.261, -0.967, 0.187], [0.719, 0.838, -1.560], [0.360, -0.005, 0.245], [-0.807, 1.158, -0.568], [-1.119, 0.593, 0.105], [-1.183, 0.206, 0.585], [0.627, -1.665, 0.995], [0.807, 0.125, -0.071], [0.626, 0.133, -0.206], [0.889, 0.471, 0.677], [-0.070, 0.004, -0.093], [-0.256, 0.036, 0.732], [-0.064, -0.199, 0.210], [0.150, 0.265, 0.088], [0.816, -1.010, -0.216], [0.534, -0.335, -1.098], [-0.338, 0.448, -0.457], [-0.342, 0.425, 0.369], [0.724, -4.451, -0.166], [-0.805, 4.007, 0.658], [-0.019, 1.264, 0.248], [0.475, -2.266, -2.130], [-0.570, 1.496, 2.104], [1.113, -2.291, 3.321], [-1.196, 2.401, -3.486]],
  "lowdin_charge": [1.19, -0.05, -0.39, -0.05, -0.21, 0.49, -0.42, -0.20, 0.53, -0.42, -0.21, -0.42, -0.02, -0.03, -0.18, -0.38, -0.08, -0.03, -0.21, -0.34, -0.04, -0.06, 0.10, 0.07, 0.08, 0.14, 0.08, 0.09, 0.08, 0.07, 0.09, 0.14, 0.08, 0.06, 0.07, 0.09, 0.07, 0.08, 0.13, 0.08, 0.09, 0.09, 0.10, 0.09, 0.08, 0.14, 0.09, 0.09, 0.07, 0.08, 0.09, 0.08, -0.10, -1.01, 0.88, -1.24, -1.27, 0.32, 0.84, 0.30, -0.05, -0.25, -0.03, -0.07, -0.36, -0.06, -0.05, 0.94, -0.22, -0.71, 0.09, 0.06, 0.08, 0.08, 0.09, 0.11, 0.10, 0.08, 0.03, 0.05, 0.08, -0.24, -0.33, -0.22, 0.06, -0.24, 0.10]
}